Record 1
Below is a molecular structure, C16H16ClN4O2ReS2Se, with properties calculated with ωB97M-V/def2-TZVPD.

CARTESIAN COORDINATES (ANGSTROEM)
Re  -0.10188  -0.14016  0.10791
Se  4.11439  -1.95060  -0.02278
Cl  3.80534  5.61584  -2.02178
S  2.33632  -2.18460  3.43913
S  -2.17194  -2.03340  2.95925
O  -1.69356  -0.68341  0.21769
O  2.05140  0.48021  -0.00893
N  -4.50220  -1.84666  1.66713
N  -4.58393  -1.79033  4.04427
N  4.95435  0.01519  2.05932
N  0.84058  -1.33461  1.61043
C  0.57331  3.56540  -0.88193
C  -6.59703  -1.62568  2.77221
C  0.50860  -2.66453  1.77493
C  2.59227  4.37702  -1.87570
C  1.23107  -3.28040  2.73379
C  1.53673  4.55213  -0.99327
C  1.70788  2.25045  -2.52166
C  4.63209  -0.75825  1.25672
C  2.68750  3.23029  -2.64041
C  -6.43025  -1.69075  0.24758
C  0.63245  2.39369  -1.64236
C  -0.39195  1.32205  -1.47564
C  1.79666  -0.95978  2.43780
C  -3.88345  -1.87768  2.88439
C  -5.81147  -1.72245  1.62203
C  -5.89663  -1.67071  3.96473
H  -1.36534  1.77046  -1.26511
H  2.23728  0.02486  2.44633
H  1.47640  5.45301  -0.39822
H  2.70923  -0.27514  -0.07626
H  1.78158  1.35415  -3.12762
H  -6.42592  -1.60658  4.91456
H  -6.01711  -0.85727  -0.32165
H  2.34263  1.15910  -0.63715
H  -0.49879  0.75818  -2.40830
H  -7.67319  -1.52552  2.73670
H  3.51676  3.10204  -3.32241
H  -6.17838  -2.60501  -0.29098
H  1.14633  -4.29974  3.06540
H  -0.24796  3.70307  -0.18818
H  -7.51536  -1.59021  0.29425
H  -0.30680  -3.07606  1.20351

Its energy above the lowest of the compared OMol25 structures with the same formula, charge and spin is 0.731 eV. The spin multiplicity is 4. The charge is -1. For the maximum force, the calculation gives 0.9 eV Å⁻¹. The calculation puts the HOMO energy (spin up / spin down) at -3.90 / -3.90 eV.

Mulliken atomic charge list, values in e, 8 entries: 1.03 -0.37 -0.24 -0.09 -0.37 -0.56 -0.38 -0.46

***

Record 2
Below is a molecular structure, C16H13BF5IrO6 at a distorted geometry, with properties calculated with ωB97M-V/def2-TZVPD.

CARTESIAN COORDINATES (ANGSTROEM)
Ir  0.24825  0.92903  -1.76079
F  2.37002  3.48439  -2.73667
F  -0.20182  3.23094  -3.17390
F  -0.66098  3.47130  -1.04377
F  1.37974  4.94483  -1.47821
F  2.19431  3.14947  -0.60226
O  2.39254  0.64482  -2.48786
O  0.45123  -0.38672  0.90410
O  -1.57692  0.59195  -2.33459
O  -0.05572  1.84949  1.10009
O  -4.10474  -2.24017  -0.51951
O  -3.56804  0.21887  -1.40978
C  -0.03972  1.27275  2.34827
C  -2.28179  -3.76408  -0.38268
C  -2.80209  -2.51974  -0.73928
C  3.46371  0.37429  -1.55246
C  -0.17385  1.03706  4.68910
C  -0.64260  -1.91869  -1.55810
C  -0.95616  -4.07556  -0.60989
C  0.26509  -0.07306  2.23568
C  -2.47091  -0.17823  -1.67597
C  -0.27229  1.86242  3.56812
C  0.20731  2.89690  -1.91463
C  0.13729  -0.31278  4.57286
C  1.54773  3.64460  -1.66390
C  -1.97009  -1.55638  -1.33215
C  0.36207  -0.90104  3.32718
C  -0.11789  -3.14594  -1.20829
B  0.23928  0.80901  0.21503
H  -0.34431  1.45860  5.67081
H  3.49986  1.13391  -0.77496
H  -4.52218  -3.00895  -0.11579
H  3.24850  -0.59475  -1.11133
H  2.62757  1.43893  -2.98757
H  -0.52372  2.91106  3.64518
H  -2.93868  -4.49237  0.08091
H  0.92058  -3.37682  -1.40050
H  -0.57868  -5.04941  -0.32603
H  4.41354  0.33185  -2.08312
H  0.03355  -1.21937  -2.05818
H  0.59353  -1.95178  3.21985
H  0.20748  -0.92065  5.46498

Its energy above the lowest of the compared OMol25 structures with the same formula, charge and spin is 0.769 eV. The charge is 0. For the maximum force, the calculation gives 2.3 eV Å⁻¹. The calculation puts the HOMO energy at -8.53 eV.

Mulliken atomic charge list, values in e, 8 entries: 1.17 -0.30 -0.30 -0.22 -0.27 -0.18 -0.52 -0.32

***

Record 3
Below is 2 unconnected molecules or ions with the total composition C12H16N2O at a distorted geometry, with properties calculated with ωB97M-V/def2-TZVPD.

CARTESIAN COORDINATES (ANGSTROEM)
O  0.92051  0.67153  3.18133
N  -1.29308  0.34797  2.83135
N  0.65390  0.85021  -1.98360
C  2.62880  -1.55257  -0.00976
C  -0.53389  -2.13856  -0.53643
C  0.19546  -1.09278  -1.00579
C  -1.62217  -0.06513  -2.33593
C  1.86391  0.40983  -1.51565
C  1.64319  -0.76729  -0.80700
C  -0.11810  1.06916  2.70916
C  -1.85118  -2.23515  -1.16044
C  -0.32473  2.43154  2.05481
C  0.26540  2.21751  0.64096
C  -2.32664  -1.19921  -1.91175
C  -0.37619  -0.00644  -1.75319
H  0.26007  3.13139  2.63855
H  -3.35661  -1.31094  -2.26573
H  3.23194  -0.87631  0.58390
H  3.33020  -1.97803  -0.76046
H  -1.37923  2.61200  1.99116
H  -2.00927  0.78060  -2.89769
H  -1.22722  -0.46834  3.43198
H  2.65168  1.13173  -1.64925
H  2.20148  -2.21518  0.72987
H  -0.52862  1.84028  0.01652
H  0.59756  3.18847  0.11703
H  -0.22858  -2.91549  0.13434
H  1.18346  1.62676  0.67963
H  -2.17607  0.79089  2.63278
H  0.69866  1.62835  -2.63777
H  -2.55190  -2.89478  -0.66670

Its energy above the lowest of the compared OMol25 structures with the same formula, charge and spin is 1.025 eV. The spin multiplicity is 2. The charge is +1. For the maximum force, the calculation gives 3.3 eV Å⁻¹. The calculation puts the HOMO energy (spin up / spin down) at -12.49 / -12.50 eV.

Mulliken atomic charge list, values in e, 8 entries: -0.63 -0.41 0.20 -1.34 -0.36 0.98 -0.70 -0.60

***

Record 4
Below is a molecular structure, C48H121BHgN11O19 at a distorted geometry, with properties calculated with ωB97M-V/def2-TZVPD.

CARTESIAN COORDINATES (ANGSTROEM)
Hg  -9.25795  3.60830  -2.19761
O  2.90355  -11.87746  1.62850
O  -4.90668  -6.49747  -5.30004
O  5.58699  6.44663  1.77104
O  3.06741  0.39513  7.69164
O  9.87725  -4.16607  1.03582
O  0.87794  -0.97992  -2.36088
O  8.16996  3.89919  -7.23106
O  -4.29477  -5.92352  5.11794
O  -4.27705  1.70322  0.27098
O  -7.18396  6.71292  8.25304
O  -2.32137  2.31993  2.31973
O  -8.42731  -0.27246  -2.90552
O  -3.32745  12.77831  1.27346
O  -2.84856  0.15424  -0.28498
O  0.12443  -3.19144  -0.35165
O  -1.21793  0.67360  1.26799
O  -0.59645  0.10078  -1.05663
O  -0.70026  6.13868  -4.57965
O  -1.24198  -1.60136  0.45125
N  9.34496  1.44437  -8.33230
N  8.29004  8.62719  0.34532
N  3.56411  -14.50806  0.70883
N  -7.81490  5.22062  5.66916
N  7.23782  -4.78017  -1.32241
N  -2.99547  -7.67443  -7.09373
N  -1.83098  4.72111  -6.82959
N  -5.47233  10.90355  3.76751
N  -6.78883  1.28894  -4.54466
N  4.01768  -3.20243  7.69395
N  -5.34128  -8.18261  3.43891
C  -6.84392  -0.46989  -6.31001
C  -0.23996  -2.03936  -0.30319
C  -7.67102  3.19268  6.88697
C  0.07382  5.36902  -5.47614
C  -7.52590  0.17498  -5.11539
C  7.89900  1.69772  -8.14635
C  -3.46627  13.49445  0.05661
C  3.63628  -1.90479  7.17249
C  7.56089  -2.59361  -0.22892
C  1.68329  0.75317  7.75591
C  6.69363  9.31064  1.99674
C  -7.19080  5.27142  8.14092
C  10.62798  -4.89303  2.06271
C  6.51209  6.97491  0.82417
C  -0.77380  4.13575  -6.02805
C  -3.31266  10.37284  3.00002
C  -3.19032  1.16628  0.41584
C  4.57907  5.52346  1.29020
C  -4.56509  12.07576  1.75332
C  -8.81140  -1.11692  -1.85034
C  3.29274  -0.88216  8.29292
C  3.65344  -11.98454  0.37272
C  -3.76397  -6.26183  3.80561
C  -8.40965  7.28681  8.42798
C  -2.18180  1.42103  1.52386
C  8.18231  -3.96402  -0.60148
C  -2.71330  -7.50537  -5.65129
C  -5.71588  -7.07911  -4.28532
C  -3.94456  -7.78371  3.41393
C  -3.42822  -8.13913  2.03323
C  7.23425  0.27316  -7.92075
C  8.63720  -4.74904  0.71121
C  -7.82109  -0.95031  -4.04147
C  0.02030  7.25946  -4.03941
C  -1.19916  -7.26943  -5.62280
C  7.45291  8.10680  1.44472
C  -4.28148  11.48816  3.15320
C  0.11402  -0.92291  -1.37820
C  0.14309  3.22385  -6.86030
C  7.58464  4.84284  -6.33057
C  -3.53153  -6.32329  -5.00607
C  2.23597  -13.69086  -1.05919
C  3.49727  -13.39800  -0.26607
C  2.55347  -2.20832  6.12341
C  7.68455  2.60515  -6.94074
C  -4.50902  -4.55345  5.36083
C  2.94394  -10.59052  2.32468
C  -8.00626  4.64947  6.99905
B  -1.46545  -0.17763  0.11307
H  -5.43784  -9.17749  3.29401
H  -2.69854  -6.04998  3.89553
H  11.60264  -4.41658  2.16813
H  1.35048  -13.71041  -0.42387
H  -1.02039  -6.27788  -6.03869
H  -2.86473  -8.41688  -5.07309
H  2.07320  -9.97810  2.09046
H  6.18599  0.44109  -7.67365
H  1.01845  7.06395  -3.64755
H  6.11577  9.86550  1.25762
H  -2.39226  10.79631  2.59798
H  1.20901  0.50214  8.70467
H  2.42813  -1.40099  5.40187
H  -4.22277  -7.84675  1.34672
H  4.26883  -0.78486  8.76819
H  5.86550  7.39927  0.05611
H  2.13607  -12.97324  -1.87354
H  -3.37768  -8.37769  4.13082
H  -8.38275  0.64086  -5.60208
H  7.37611  -0.35237  -8.80204
H  8.22381  2.30002  -6.04398
H  9.54084  1.04641  -9.23969
H  -1.69261  4.54197  -7.81390
H  0.97935  5.05800  -4.95519
H  10.15224  -5.10063  3.02119
H  9.04289  7.98065  0.15744
H  -8.93061  -0.58046  -0.90901
H  6.62070  2.61540  -6.70364
H  9.04650  -3.85617  -1.25695
H  4.98059  4.57763  0.92651
H  -0.35181  2.25827  -6.96442
H  -8.37665  8.33288  8.73250
H  0.37753  3.58014  -7.86339
H  3.90244  5.26098  2.10344
H  7.72774  -0.25478  -7.10475
H  6.64282  -2.71058  0.34689
H  4.34873  -13.53874  -0.93187
H  -2.62830  -6.89270  -7.61735
H  -0.84026  -7.19602  -4.59620
H  -9.07904  4.72340  7.17727
H  -3.29189  -6.26125  -3.94455
H  8.73814  9.43451  0.75461
H  3.38554  -11.18733  -0.32067
H  4.48129  -1.56853  6.57168
H  -4.70366  -4.41145  6.42387
H  4.75643  -3.10364  8.37556
H  7.55054  2.07141  -9.10918
H  0.05760  7.97083  -4.86444
H  2.67838  -3.17731  5.64013
H  7.44617  9.98487  2.40566
H  -6.75061  -6.89662  -4.57538
H  -0.44582  7.66645  -3.14208
H  -7.68568  4.90062  9.03853
H  -4.98454  11.33847  1.06880
H  1.07936  2.96830  -6.36411
H  -1.73411  5.72448  -6.89256
H  -5.77944  -7.95527  4.32007
H  -6.13585  4.99752  8.12878
H  -3.73848  9.66573  2.28814
H  -6.27849  1.81752  -5.23766
H  -8.96151  6.83440  9.25192
H  7.94924  -4.67844  1.55372
H  -8.23709  2.80738  6.03891
H  2.58303  -1.24123  9.03822
H  -6.58415  3.15610  6.81298
H  6.49490  4.82401  -6.34537
H  8.04895  7.76478  2.29081
H  -5.89008  -0.94759  -6.08623
H  -5.46192  -8.09481  -3.98205
H  0.42276  5.96801  -6.31730
H  -7.63303  6.21305  5.71505
H  -6.85691  -1.33717  -3.71163
H  7.00213  -4.25068  -2.14957
H  -4.31086  -5.69046  3.05558
H  3.98683  5.89037  0.45190
H  6.31129  -4.97385  -0.97012
H  8.03169  4.75979  -5.33994
H  8.30459  -2.05462  0.35802
H  -5.22603  10.65478  4.71490
H  -6.97582  4.86060  5.23739
H  3.80297  -10.02258  1.96745
H  6.00553  9.07192  2.80770
H  -3.66413  12.77945  -0.74197
H  -7.42323  -1.27864  -6.75545
H  1.61787  -2.35901  6.66196
H  -3.27833  -9.21419  1.93378
H  7.36464  -1.98319  -1.11038
H  -3.62345  -3.98043  5.08604
H  -1.13660  3.58829  -5.15811
H  2.92652  -14.22962  1.44098
H  -3.19781  -5.35079  -5.36797
H  -5.34605  -4.09485  4.83436
H  -6.57682  0.25219  -7.08162
H  9.84454  2.32082  -8.28391
H  8.86889  -5.79914  0.53311
H  1.16389  0.08022  7.07367
H  -8.52452  -1.70060  -4.40253
H  -5.49471  -6.50481  -3.38567
H  4.39004  -14.27221  1.24017
H  7.05430  6.13214  0.39539
H  -0.61009  -7.98687  -6.19409
H  -5.38837  12.78667  1.82340
H  -9.76028  -1.63001  -2.00675
H  4.71753  -11.83923  0.55895
H  -7.98755  2.64890  7.77703
H  7.89667  5.80177  -6.74433
H  10.81801  -5.88642  1.65629
H  -8.13017  -1.91035  -1.54295
H  2.32896  -14.65241  -1.56402
H  -3.99204  -7.60529  -7.24263
H  3.29490  -3.57030  8.29592
H  -2.49114  -7.62120  1.82893
H  -2.47176  13.88563  -0.15792
H  -3.96255  12.23222  3.88311
H  3.05878  -10.92482  3.35577
H  -8.98196  7.17814  7.50670
H  -5.99555  11.72574  4.03276
H  -4.25496  14.24616  0.08840
H  -5.97598  0.96310  -4.04146
H  1.50378  1.80042  7.51273
H  -3.10308  9.89012  3.95458

The charge is +1. For the maximum force, the calculation gives 5.1 eV Å⁻¹. The calculation puts the HOMO energy at -10.40 eV.

Mulliken atomic charge list, values in e, 8 entries: 0.32 -0.35 -0.34 -0.31 -0.30 -0.31 -0.62 -0.32

***

Record 5
Below is a molecular structure, C21H18B3N2O26Pb at a distorted geometry, with properties calculated with ωB97M-V/def2-TZVPD.

CARTESIAN COORDINATES (ANGSTROEM)
Pb  -0.14446  0.22250  0.53556
O  -1.38604  -0.61375  2.56999
O  -0.15699  -6.22865  -2.73041
O  4.25770  -1.40968  -0.41809
O  4.39140  -2.73299  -6.91218
O  1.42263  2.04669  0.57930
O  3.97141  5.44431  2.45514
O  2.24432  3.78532  1.77469
O  -0.94927  -4.23052  -1.33384
O  2.03938  -3.62872  0.45954
O  1.00028  -5.30245  -0.73856
O  4.16224  0.98215  1.07928
O  2.34383  -0.72598  -3.24991
O  -0.61877  -2.29289  -0.25716
O  -1.55709  -8.72741  -0.77610
O  2.95532  4.03153  4.02087
O  4.04618  -0.05013  -4.72716
O  1.61336  -0.80807  2.02252
O  4.80783  0.25519  -6.84510
O  3.02852  5.54071  5.75064
O  4.48144  7.14028  3.76978
O  4.48020  -1.33930  -2.72244
O  1.52152  -0.66871  -1.11040
O  -1.10463  -8.07106  -3.70079
O  -0.97055  -6.55110  -0.52199
O  4.35017  3.01285  2.24991
O  3.66443  -2.30306  -4.80252
N  -1.28145  2.45561  1.63913
N  -2.73262  0.13810  -0.63364
C  3.81717  -1.30723  -1.58522
C  -3.67608  -0.50506  -0.39207
C  -2.27677  7.28534  1.04063
C  3.73908  2.10474  1.48697
C  -1.22413  3.50968  1.16144
C  -4.86999  -1.33785  -0.05235
C  3.96335  6.06646  3.51277
C  3.18838  5.21014  4.60345
C  2.39512  -0.90274  -1.95425
C  2.30205  2.58837  1.23082
C  -4.81593  -2.61029  -0.84603
C  1.07158  -4.15958  -0.12512
C  -0.25526  -3.44421  -0.59353
C  -0.81593  -7.37292  -2.69489
C  4.49622  -0.45475  -5.87943
C  -1.18142  4.86825  0.55320
C  -1.77673  5.94049  1.53159
C  -1.17054  -7.64595  -1.16449
C  -5.65500  -3.84628  -0.30655
C  4.23246  -1.98918  -5.94028
C  -2.43728  -0.76489  3.44145
B  -0.25838  -5.55865  -1.37315
B  3.60739  -1.13848  -3.88673
B  3.40853  4.05879  2.63102
H  -5.06593  -4.09553  0.57605
H  -5.56062  -4.60919  -1.07932
H  -1.07866  6.07677  2.35756
H  -2.43171  -1.67304  4.04422
H  -2.43347  -0.05514  4.26870
H  -2.74983  5.57263  1.85691
H  -5.73938  -0.68146  -0.09005
H  -0.13618  5.15591  0.43991
H  -1.49496  7.70334  0.40647
H  -4.68578  -1.47281  1.01346
H  -2.46722  7.92111  1.90529
H  -3.14662  7.18135  0.39207
H  -3.45743  -0.88721  3.07753
H  -3.77449  -2.90077  -0.98429
H  -6.71673  -3.66231  -0.14222
H  2.10481  -0.04310  2.38004
H  -1.72727  4.85304  -0.39015
H  -5.12680  -2.34823  -1.85736

Its energy above the lowest of the compared OMol25 structures with the same formula, charge and spin is 0.000 eV. The charge is -3. For the maximum force, the calculation gives 5.9 eV Å⁻¹. The calculation puts the HOMO energy at -0.02 eV.

Mulliken atomic charge list, values in e, 8 entries: 1.98 -0.62 -0.42 -0.58 -0.67 -0.49 -0.47 -0.65

***

Among the records above, which one has the lowest maximum force? C16H16ClN4O2ReS2Se